{
  "formula": "CH7N4S",
  "method": "wB97M-V/def2-TZVPD",
  "gap_ev": [7.5, 6.3],
  "s_squared": 2.005,
  "multiplicity": 3,
  "lumo_ev": [-3.59, -7.61],
  "homo_energy_ev": [-11.11, -13.92],
  "total_charge": 1,
  "relative_energy_kcal_mol": 90.9,
  "species": ["C", "N", "N", "N", "N", "S", "H", "H", "H", "H", "H", "H", "H"],
  "xyz": [[1.314, 0.036, -0.050], [0.978, -1.520, 0.043], [-2.173, 0.952, -0.434], [0.199, 0.859, 0.136], [-1.037, 0.276, 0.238], [2.909, 0.234, -0.190], [1.499, -2.069, -0.713], [1.526, -1.790, 0.927], [-2.212, 1.979, -0.306], [-2.083, 0.654, -1.446], [0.363, 1.691, 0.626], [-0.010, -1.507, -0.002], [-1.273, 0.205, 1.172]]
}

{
  "formula": "C4H8O",
  "method": "wB97M-V/def2-TZVPD",
  "gap_ev": 10.7,
  "lumo_ev": 0.94,
  "homo_energy_ev": -9.72,
  "total_charge": 0,
  "smiles": "CC(C)C=O",
  "relative_energy_kcal_mol": 6.9,
  "species": ["C", "C", "C", "C", "O", "H", "H", "H", "H", "H", "H", "H", "H"],
  "xyz": [[0.784, 1.116, 0.413], [0.227, -0.150, -0.249], [-1.206, 0.031, -0.746], [0.391, -1.352, 0.647], [-0.408, -2.250, 0.693], [0.816, 1.946, -0.296], [0.141, 1.426, 1.252], [1.792, 0.963, 0.814], [0.823, -0.517, -1.106], [-1.586, -0.887, -1.202], [-1.240, 0.829, -1.496], [-1.884, 0.304, 0.071], [1.349, -1.457, 1.204]]
}

{
  "formula": "C14H50O14",
  "method": "wB97M-V/def2-TZVPD",
  "gap_ev": 9.9,
  "lumo_ev": 0.50,
  "homo_energy_ev": -9.42,
  "total_charge": 0,
  "smiles": "OCCO.OCCO.OCCO.CO.CO.CO.CO.CO.CO.CO.CO",
  "relative_energy_kcal_mol": 21.9,
  "species": ["O", "C", "C", "O", "H", "H", "H", "H", "H", "H", "O", "C", "C", "O", "H", "H", "H", "H", "H", "H", "O", "C", "C", "O", "H", "H", "H", "H", "H", "H", "C", "O", "H", "H", "H", "H", "C", "O", "H", "H", "H", "H", "C", "O", "H", "H", "H", "H", "C", "O", "H", "H", "H", "H", "C", "O", "H", "H", "H", "H", "C", "O", "H", "H", "H", "H", "C", "O", "H", "H", "H", "H", "C", "O", "H", "H", "H", "H"],
  "xyz": [[-4.105, -2.931, 0.245], [-3.618, -1.663, -0.151], [-3.460, -1.538, -1.698], [-3.291, -0.221, -2.049], [-4.573, -2.993, 1.064], [-4.263, -0.888, 0.236], [-2.577, -1.445, 0.270], [-4.400, -1.853, -2.149], [-2.675, -2.212, -2.034], [-2.339, -0.018, -2.009], [-4.529, -1.918, 3.216], [-3.552, -1.433, 4.068], [-2.339, -0.873, 3.334], [-1.433, -1.849, 2.916], [-4.984, -1.152, 2.863], [-3.905, -0.712, 4.757], [-3.158, -2.298, 4.600], [-1.868, -0.159, 3.941], [-2.619, -0.319, 2.441], [-1.930, -2.555, 2.425], [0.330, 0.908, 0.690], [-0.078, 1.282, -0.686], [0.318, 0.225, -1.725], [-0.506, -0.911, -1.429], [0.196, -0.034, 0.771], [-1.212, 1.373, -0.744], [0.386, 2.243, -0.950], [1.404, 0.016, -1.671], [0.081, 0.615, -2.726], [0.015, -1.630, -1.105], [2.383, 6.040, -2.646], [2.191, 4.717, -2.162], [2.739, 6.656, -1.826], [3.179, 6.092, -3.398], [1.389, 6.402, -2.956], [1.696, 4.756, -1.353], [-0.874, 5.078, 0.830], [0.293, 4.647, 0.135], [-1.707, 4.744, 0.203], [-0.935, 4.575, 1.816], [-0.860, 6.175, 0.859], [0.863, 4.245, 0.795], [4.527, 0.193, -4.687], [3.331, 0.006, -3.990], [5.094, 1.106, -4.435], [5.170, -0.686, -4.574], [4.407, 0.342, -5.791], [2.705, 0.716, -4.160], [1.954, 3.236, 3.336], [1.312, 2.966, 2.174], [1.833, 4.215, 3.707], [1.659, 2.595, 4.189], [3.080, 3.113, 3.248], [1.440, 2.073, 1.837], [1.465, -3.703, 4.412], [1.422, -2.975, 3.207], [0.899, -3.202, 5.180], [1.011, -4.713, 4.275], [2.534, -3.804, 4.718], [0.541, -2.710, 3.059], [-1.393, -6.201, 0.964], [-0.536, -5.177, 1.464], [-0.900, -7.193, 1.057], [-2.378, -6.189, 1.435], [-1.532, -5.991, -0.080], [-0.222, -5.250, 2.325], [1.103, 3.084, -5.437], [1.341, 2.341, -4.223], [0.817, 4.096, -5.134], [1.998, 3.218, -6.072], [0.363, 2.544, -6.025], [1.495, 3.024, -3.531], [1.983, -3.376, -0.063], [0.781, -2.714, 0.473], [2.597, -3.778, 0.795], [1.746, -4.237, -0.675], [2.424, -2.635, -0.685], [0.256, -3.521, 0.701]]
}

{
  "formula": "C40H38F6O2",
  "method": "wB97M-V/def2-TZVPD",
  "gap_ev": [6.7, 2.5],
  "s_squared": 0.767,
  "multiplicity": 2,
  "lumo_ev": [-4.08, -8.29],
  "homo_energy_ev": [-10.78, -10.78],
  "total_charge": 1,
  "species": ["O", "C", "O", "C", "C", "C", "H", "H", "H", "H", "H", "H", "H", "H", "F", "C", "C", "C", "C", "C", "C", "H", "H", "H", "H", "H", "F", "C", "C", "C", "C", "C", "C", "H", "H", "H", "H", "H", "F", "C", "C", "C", "C", "C", "C", "H", "H", "H", "H", "H", "F", "C", "C", "C", "C", "C", "C", "H", "H", "H", "H", "H", "F", "C", "C", "C", "C", "C", "C", "H", "H", "H", "H", "H", "F", "C", "C", "C", "C", "C", "C", "H", "H", "H", "H", "H"],
  "xyz": [[8.169, -5.101, -21.706], [8.045, -5.907, -22.616], [9.110, -6.596, -23.238], [10.405, -6.260, -22.787], [11.406, -6.932, -23.678], [6.648, -6.289, -23.195], [10.516, -6.409, -21.713], [10.502, -5.179, -22.882], [12.389, -6.643, -23.306], [11.294, -6.570, -24.700], [11.233, -8.002, -23.560], [6.643, -6.231, -24.283], [6.000, -5.535, -22.748], [6.463, -7.284, -22.791], [2.907, -0.699, -13.928], [4.130, -0.440, -14.448], [4.275, 0.640, -15.315], [5.515, 0.831, -15.993], [6.538, -0.071, -15.787], [6.410, -1.180, -14.919], [5.161, -1.378, -14.272], [3.516, 1.373, -15.547], [5.641, 1.672, -16.658], [7.486, 0.077, -16.283], [7.273, -1.813, -14.774], [4.896, -2.223, -13.653], [2.676, 1.545, -17.836], [1.383, 1.660, -18.119], [0.762, 0.511, -18.442], [-0.585, 0.523, -18.904], [-1.248, 1.732, -18.979], [-0.641, 2.864, -18.435], [0.713, 2.861, -18.099], [1.294, -0.428, -18.422], [-1.060, -0.402, -19.196], [-2.294, 1.844, -19.226], [-1.167, 3.806, -18.490], [1.146, 3.787, -17.752], [10.072, -3.028, -18.493], [10.028, -1.862, -17.881], [9.671, -0.698, -18.620], [9.698, 0.549, -17.984], [10.081, 0.547, -16.619], [10.453, -0.633, -15.938], [10.429, -1.845, -16.540], [9.444, -0.813, -19.669], [9.416, 1.423, -18.553], [10.162, 1.479, -16.081], [10.943, -0.560, -14.978], [10.838, -2.706, -16.033], [-0.334, -2.635, -18.974], [0.377, -3.572, -19.548], [1.057, -4.439, -18.729], [1.731, -5.518, -19.345], [1.681, -5.677, -20.730], [0.966, -4.732, -21.512], [0.215, -3.756, -20.893], [1.061, -4.285, -17.660], [2.193, -6.264, -18.715], [2.201, -6.415, -21.323], [0.797, -4.989, -22.548], [-0.363, -3.128, -21.555], [6.505, 0.462, -19.236], [5.921, -0.697, -19.636], [4.746, -1.132, -19.053], [4.115, -2.251, -19.612], [4.708, -2.955, -20.696], [5.993, -2.564, -21.119], [6.515, -1.393, -20.680], [4.167, -0.607, -18.307], [3.147, -2.568, -19.252], [4.381, -3.896, -21.113], [6.607, -3.156, -21.780], [7.428, -1.047, -21.142], [2.829, 0.341, -26.741], [3.637, -0.440, -26.026], [4.205, 0.096, -24.873], [5.172, -0.740, -24.222], [5.429, -2.008, -24.713], [4.869, -2.485, -25.838], [4.039, -1.666, -26.549], [4.110, 1.140, -24.614], [5.584, -0.426, -23.275], [6.081, -2.702, -24.202], [5.166, -3.443, -26.238], [3.484, -1.946, -27.431]]
}